Record 1
C4H10N2O2S | the ωB97M-V functional and the def2-TZVPD basis

XYZ file:
```
19
Properties=species:S:1:pos:R:3:forces:R:3:mulliken_charge:R:1
C -2.34227 0.89485 -1.07515 -0.3 0.5 -1.9 -0.304
N -2.10708 0.84365 0.14984 0.7 0.4 -0.4 -0.433
C -1.02431 1.71029 0.52576 0.6 -3.0 3.9 -0.514
C 0.20975 0.85263 1.04441 -1.4 -2.0 -1.9 -0.827
S 1.23885 0.14625 -0.32419 -1.1 1.5 1.8 1.189
O 0.89043 1.05533 -1.38914 0.4 -1.3 -0.9 -0.614
O 2.59538 0.10418 0.17979 -0.6 -0.3 -0.5 -0.683
N 0.71580 -1.40206 -0.47751 0.7 0.7 -1.5 -0.228
C 1.39703 -2.47620 0.21618 0.0 1.2 0.5 -0.806
H -3.20425 0.40733 -1.38584 -1.6 -1.4 -0.7 0.325
H -1.86687 1.42286 -1.96108 0.2 -0.1 1.6 0.205
H -1.41749 2.08398 1.50223 0.6 1.0 -1.0 0.318
H -0.72657 2.34005 -0.25489 0.5 1.4 -0.7 0.495
H 0.91443 1.51440 1.40880 1.3 1.2 1.5 0.396
H -0.04092 -0.04290 1.69018 0.1 1.5 -0.3 0.368
H -0.05111 -1.60756 -1.06884 -0.7 0.2 -0.5 0.212
H 2.30107 -1.97047 0.46215 1.0 -0.2 0.8 0.269
H 0.78880 -2.52691 1.12039 0.5 -1.6 0.2 0.324
H 1.72934 -3.34969 -0.36308 -1.0 0.2 0.2 0.309
```
Forces are in eV/Å.

Output
**Electronic energy**: -22217.9370 eV
**Maximum force**: 0.0955 hartree/bohr
**Relative energy (zero: lowest compared OMol25 entry of this formula, charge and spin)**: 44.78 kcal per mole
**HOMO-LUMO gap**: 10.939 eV

***

Record 2
C11H8BrCdNO4 | the ωB97M-V functional and the def2-TZVPD basis

XYZ file:
```
26
Properties=species:S:1:pos:R:3:forces:R:3:mulliken_charge:R:1
Cd 0.57213 -0.27733 -1.54798 -0.3 1.4 1.6 1.320
C -0.07822 -2.20227 -2.43858 -2.0 -5.5 -1.0 0.207
O -0.46511 -3.27042 -2.62024 1.6 4.5 0.6 -0.027
C 1.22817 0.80678 -3.71500 0.2 -0.2 -2.2 0.113
O 1.38468 0.87477 -4.83188 -0.2 0.1 2.1 -0.049
C 2.83433 -0.64839 -1.03451 4.3 -2.2 0.7 0.181
O 3.86651 -1.12282 -0.86036 -4.0 2.0 -0.6 -0.057
C -1.52896 1.05210 -1.71612 -3.9 1.5 -1.0 0.153
O -2.57858 1.48117 -1.89749 3.8 -1.4 0.8 -0.093
C 1.35746 2.69700 0.40185 -0.6 -1.3 0.2 -0.491
H 0.31762 2.77328 0.76963 0.8 0.4 0.1 0.301
H 2.10694 2.18612 1.02820 -0.4 0.7 0.0 0.314
C 1.62504 2.94148 -0.87365 -0.1 -1.0 -1.3 -0.707
H 2.58685 2.63161 -1.32753 -0.4 0.7 0.4 0.334
H 0.83802 3.27128 -1.57951 0.6 0.2 0.5 0.343
Br 0.23835 -1.01322 4.71260 -0.1 0.1 -0.7 -0.096
C -0.58926 -1.07494 3.00315 0.1 0.0 0.4 -0.253
C -1.88180 -1.60104 2.93029 0.0 0.2 -1.0 -0.107
C -2.49201 -1.62521 1.67314 0.6 0.3 -0.1 -0.944
C -1.79479 -1.15176 0.55994 -0.1 -0.4 0.8 0.008
N -0.52880 -0.71378 0.64005 0.8 0.5 -0.4 0.083
C 0.07500 -0.63026 1.85107 -0.7 -0.6 0.3 -0.153
H -2.40488 -1.98022 3.80027 0.2 0.1 0.0 0.510
H -3.48641 -2.00742 1.52581 -0.2 0.0 0.1 0.412
H -2.29031 -1.16132 -0.40846 0.2 0.0 0.0 0.359
H 1.08803 -0.23519 1.95528 -0.3 -0.1 -0.3 0.337
```
Forces are in eV/Å.

Output
**Electronic energy**: -95804.2528 eV
**Maximum force**: 0.1143 hartree/bohr
**Relative energy (zero: lowest compared OMol25 entry of this formula, charge and spin)**: 0.00 kcal per mole
**Total charge**: +2
**HOMO-LUMO gap**: 7.278 eV

***

Record 3
C2H4N2OS | the ωB97M-V functional and the def2-TZVPD basis

XYZ file:
```
10
Properties=species:S:1:pos:R:3:forces:R:3:mulliken_charge:R:1
C -0.86041 0.88272 0.07399 -2.4 -3.1 2.3 -0.179
C -0.34777 -0.55487 0.28265 -1.0 -1.3 -0.7 -0.206
N -0.29168 1.93771 -0.24855 -2.0 -5.3 0.6 0.652
N 0.24342 2.87710 -0.50710 4.8 8.3 -2.4 -0.832
O 1.01252 -0.59007 0.54391 1.4 0.3 0.8 -0.335
S 2.06662 -1.13133 -0.64649 -1.1 0.0 0.3 -0.016
H -1.73984 1.08857 0.69851 -0.8 -0.6 -0.1 0.257
H 1.35163 -2.26930 -0.80104 0.5 -0.1 -0.3 0.145
H -0.94089 -0.95691 1.21071 1.2 0.6 -1.6 0.258
H -0.49358 -1.28361 -0.60659 -0.6 1.3 1.2 0.255
```
Forces are in eV/Å.

Output
**Electronic energy**: -17995.2718 eV
**2S+1**: 3
**Maximum force**: 0.1921 hartree/bohr
**Relative energy (zero: lowest compared OMol25 entry of this formula, charge and spin)**: 74.08 kcal per mole
**Expectation value of S²**: 2.02
**HOMO-LUMO gap (alpha / beta)**: 6.152 / 7.866 eV

***

Record 4
C2HClN2O | the ωB97M-V functional and the def2-TZVPD basis

XYZ file:
```
7
Properties=species:S:1:pos:R:3:forces:R:3:mulliken_charge:R:1
O -2.40767 1.36916 0.20708 -0.1 1.2 -0.1 -0.575
N -1.23698 1.69639 0.27406 -0.5 -2.7 0.2 0.449
C -0.09402 1.42585 0.39987 -2.1 0.7 -0.2 0.194
Cl 1.38862 1.95712 0.40257 2.7 0.8 0.1 -0.076
C 0.72709 -2.18816 -0.34769 2.0 4.0 -0.2 -0.010
N 1.22649 -1.14816 -0.39237 -0.7 -1.2 0.4 -0.301
H 0.39647 -3.11220 -0.54352 -1.3 -3.0 -0.2 0.320
```
Forces are in eV/Å.

Output
**Electronic energy**: -19635.3635 eV
**Maximum force**: 0.0869 hartree/bohr
**Relative energy (zero: lowest compared OMol25 entry of this formula, charge and spin)**: 104.94 kcal per mole
**HOMO-LUMO gap**: 9.428 eV

***

Record 5
C10H17PSi | the ωB97M-V functional and the def2-TZVPD basis

XYZ file:
```
29
Properties=species:S:1:pos:R:3:forces:R:3:mulliken_charge:R:1
C -3.59177 -0.20796 -0.57609 0.0 1.4 0.9 -1.240
Si -1.91987 0.13586 0.24183 0.9 -0.3 -0.7 0.426
C -1.90074 0.76712 2.03948 0.4 1.1 -1.8 -1.228
C -0.89948 -1.50046 0.04481 1.3 0.9 3.2 -0.883
C -1.23173 1.36887 -0.98217 2.7 0.5 1.3 -0.890
P 0.70405 2.33906 -0.40382 -2.0 -1.1 -0.3 -0.055
C 1.94815 0.95944 -0.42775 -1.0 -0.8 1.4 0.570
C 2.10179 0.26715 0.82108 0.7 0.5 -0.6 -0.471
C 2.86411 -0.88289 0.86754 0.4 -1.3 0.4 -0.372
C 3.43451 -1.44290 -0.30931 -1.5 3.6 0.4 -0.609
C 3.28167 -0.74538 -1.52922 -1.0 -0.6 0.9 -0.441
C 2.53306 0.42848 -1.58749 -0.3 -0.1 1.6 -0.362
H -3.55064 0.07133 -1.60827 0.4 0.1 -0.8 0.343
H -3.86215 -1.22342 -0.55376 -0.6 -1.4 0.3 0.391
H -4.40529 0.42392 -0.19383 0.1 -0.3 0.2 0.331
H -2.73348 0.49767 2.60151 -1.5 -0.8 1.0 0.456
H -1.02873 0.37841 2.48317 1.1 -0.7 0.7 0.344
H -1.81902 1.85334 2.17095 0.0 -0.1 -0.5 0.367
H -0.96755 -1.94435 1.11491 -0.2 0.1 -1.7 0.223
H -1.37266 -2.11322 -0.67621 -0.3 -0.9 -0.6 0.423
H 0.23361 -1.46967 -0.08868 -1.6 0.3 -0.2 0.177
H -1.91041 2.19448 -1.07961 -0.1 0.6 -0.3 0.403
H -1.11639 0.81867 -1.91777 0.3 0.4 -0.1 0.346
H 0.43121 2.19172 1.02216 0.1 0.2 -0.9 -0.032
H 1.74577 0.67394 1.78515 -0.1 -0.2 -0.9 0.299
H 2.98003 -1.43576 1.86047 0.0 0.9 -1.5 0.267
H 4.17141 -2.12874 -0.12949 1.3 -2.4 -0.2 0.465
H 3.50368 -1.19847 -2.47609 0.8 -0.1 -0.2 0.354
H 2.37687 0.92378 -2.51350 -0.1 0.3 -0.7 0.399
```
Forces are in eV/Å.

Output
**Electronic energy**: -27811.0008 eV
**Maximum force**: 0.0761 hartree/bohr
**Relative energy (zero: lowest compared OMol25 entry of this formula, charge and spin)**: 0.00 kcal per mole
**HOMO-LUMO gap**: 8.820 eV

***

Which of these has the lowest electronic energy? C11H8BrCdNO4

***

Number 2 is which compound? C11H8BrCdNO4

***

Copy entry 1 word for word.
C4H10N2O2S | the ωB97M-V functional and the def2-TZVPD basis

XYZ file:
```
19
Properties=species:S:1:pos:R:3:forces:R:3:mulliken_charge:R:1
C -2.34227 0.89485 -1.07515 -0.3 0.5 -1.9 -0.304
N -2.10708 0.84365 0.14984 0.7 0.4 -0.4 -0.433
C -1.02431 1.71029 0.52576 0.6 -3.0 3.9 -0.514
C 0.20975 0.85263 1.04441 -1.4 -2.0 -1.9 -0.827
S 1.23885 0.14625 -0.32419 -1.1 1.5 1.8 1.189
O 0.89043 1.05533 -1.38914 0.4 -1.3 -0.9 -0.614
O 2.59538 0.10418 0.17979 -0.6 -0.3 -0.5 -0.683
N 0.71580 -1.40206 -0.47751 0.7 0.7 -1.5 -0.228
C 1.39703 -2.47620 0.21618 0.0 1.2 0.5 -0.806
H -3.20425 0.40733 -1.38584 -1.6 -1.4 -0.7 0.325
H -1.86687 1.42286 -1.96108 0.2 -0.1 1.6 0.205
H -1.41749 2.08398 1.50223 0.6 1.0 -1.0 0.318
H -0.72657 2.34005 -0.25489 0.5 1.4 -0.7 0.495
H 0.91443 1.51440 1.40880 1.3 1.2 1.5 0.396
H -0.04092 -0.04290 1.69018 0.1 1.5 -0.3 0.368
H -0.05111 -1.60756 -1.06884 -0.7 0.2 -0.5 0.212
H 2.30107 -1.97047 0.46215 1.0 -0.2 0.8 0.269
H 0.78880 -2.52691 1.12039 0.5 -1.6 0.2 0.324
H 1.72934 -3.34969 -0.36308 -1.0 0.2 0.2 0.309
```
Forces are in eV/Å.

Output
**Electronic energy**: -22217.9370 eV
**Maximum force**: 0.0955 hartree/bohr
**Relative energy (zero: lowest compared OMol25 entry of this formula, charge and spin)**: 44.78 kcal per mole
**HOMO-LUMO gap**: 10.939 eV

***

electronic energy of number 3 (C2H4N2OS)? -17995.2718 eV